Entry 1:
47
Properties=species:S:1:pos:R:3:forces:R:3 method="wB97M-V/def2-TZVPD" charge=+2 multiplicity=1 e_above_lowest_ev=0.610 lumo_ev=-7.506 orbital_gap_ev=6.40
Zr 0.960227 -1.304343 -0.262207 0.3 0.3 0.1
S 2.913993 -2.691925 -0.932919 0.1 -0.1 -0.1
C 2.666932 -3.013479 0.764484 -0.2 0.1 -0.1
N 1.513400 -2.608331 1.315666 0.2 -0.2 0.2
C 1.491029 -2.830568 2.698913 0.0 0.0 0.0
C 0.456214 -2.520596 3.572361 0.0 0.0 0.0
C 0.625833 -2.832605 4.907657 0.0 0.0 0.0
C 1.794349 -3.447087 5.365319 0.0 0.0 0.0
C 2.824436 -3.764876 4.499995 0.0 0.0 0.0
C 2.657287 -3.442965 3.159436 0.0 0.0 0.0
S 3.776587 -3.700733 1.841954 0.0 0.0 0.0
H -0.455870 -2.057145 3.217555 0.0 0.0 0.0
H -0.160810 -2.601722 5.612473 0.0 0.0 0.0
H 1.896284 -3.680238 6.415974 0.0 0.0 0.0
H 3.725561 -4.242463 4.858884 0.0 0.0 0.0
C -4.853018 -3.281661 -2.200631 0.0 0.0 0.0
C -3.485169 -2.833086 -1.815050 0.0 0.0 0.0
C -2.569437 -3.695921 -1.205598 0.0 0.0 0.0
C -1.320387 -3.238899 -0.865757 0.0 0.0 0.0
N -0.932840 -1.963155 -1.097409 -0.3 -0.1 0.0
C -1.812606 -1.117756 -1.682952 0.0 0.0 0.0
C -3.070663 -1.515774 -2.051413 0.0 0.0 0.0
H -5.016941 -4.330852 -1.970332 0.0 0.0 0.0
H -5.010864 -3.124758 -3.269036 0.0 0.0 0.0
H -5.600847 -2.683952 -1.675834 0.0 0.0 0.0
H -2.831735 -4.724369 -1.000129 0.0 0.0 0.0
H -0.594754 -3.894330 -0.395322 0.0 0.0 0.0
H -1.477403 -0.099538 -1.849891 0.0 0.0 0.0
H -3.736635 -0.803727 -2.519569 0.0 0.0 0.0
S 2.358385 2.751407 -3.570809 0.0 0.0 0.0
C 1.813887 2.580736 -2.118880 0.0 -0.1 0.1
S 2.245519 0.840181 -0.959904 -0.1 0.2 -0.1
C 1.036649 1.476550 0.160057 0.0 -0.1 -0.1
N 0.595624 2.649893 -0.062084 0.0 0.0 0.0
N 1.138993 3.239261 -1.179074 0.0 0.0 0.0
C 0.852682 4.653283 -1.365345 0.0 0.0 0.0
C -0.466897 5.059002 -1.444918 0.0 0.0 0.0
C -0.727548 6.410250 -1.614050 0.0 0.0 0.0
C 0.320040 7.315846 -1.705334 0.0 0.0 0.0
C 1.636960 6.883986 -1.620820 0.0 0.0 0.0
C 1.913902 5.537463 -1.444410 0.0 0.0 0.0
S 0.438782 0.408876 1.419479 0.0 0.1 0.1
H -1.269903 4.339033 -1.364429 0.0 0.0 0.0
H -1.750306 6.755171 -1.676221 0.0 0.0 0.0
H 0.108361 8.367801 -1.839612 0.0 0.0 0.0
H 2.448908 7.594841 -1.683514 0.0 0.0 0.0
H 2.933798 5.183292 -1.366738 0.0 0.0 0.0


Entry 2:
19
Properties=species:S:1:pos:R:3:forces:R:3 method="wB97M-V/def2-TZVPD" multiplicity=1 e_above_lowest_ev=3.743 lumo_ev=0.501 orbital_gap_ev=9.50
C -1.728731 0.150787 -0.514743 2.2 -0.3 -2.0
C -1.880203 1.035626 0.626185 2.1 1.5 1.1
O -0.213741 0.419011 -1.322449 -2.3 -0.5 0.4
H -0.285981 1.303542 -1.708288 -0.1 0.0 0.1
H -2.385851 0.311192 -1.366861 0.0 -0.2 0.1
H -1.553454 -0.896466 -0.291723 -0.2 0.0 0.0
H -2.443521 1.940677 0.408859 -0.3 -0.2 0.1
H -0.761983 1.422102 0.850591 -2.3 -0.8 0.0
H -2.228681 0.520863 1.518633 -0.2 0.0 -0.1
C 1.569128 -1.814836 -0.370660 0.0 -0.1 0.0
C 1.221072 -0.655785 0.510594 -0.6 -0.1 0.0
C 1.154129 0.723177 -0.146325 0.5 1.6 2.1
N 0.985241 -0.820783 1.744314 0.3 0.0 -0.1
O 0.802773 1.725672 0.553517 1.3 -1.2 -1.1
H 0.816691 0.080949 2.199615 -0.1 0.1 -0.2
H 1.955800 0.856628 -0.892083 -0.4 0.0 -0.3
H 2.559271 -1.665719 -0.809623 0.0 0.0 0.0
H 1.558187 -2.737371 0.206298 0.1 0.1 0.0
H 0.859854 -1.899268 -1.195850 0.0 0.0 0.0


Entry 3:
18
Properties=species:S:1:pos:R:3:forces:R:3 method="wB97M-V/def2-TZVPD" charge=-1 multiplicity=1 e_above_lowest_ev=2.715 lumo_ev="1.592 / 2.343" orbital_gap_ev="6.20 / 6.96"
C 0.140122 1.831944 0.801123 -0.6 -1.6 -1.8
C -0.386399 -0.361860 1.645992 0.8 -0.7 -0.3
C 0.421406 1.247111 -0.469847 -0.8 1.6 -0.4
C -0.195627 -0.882265 0.391443 0.1 -2.9 -2.5
C -0.279438 0.996530 1.817947 1.0 1.5 2.0
C 0.208325 -0.066915 -0.660374 -0.9 -0.6 0.3
C -0.172654 -1.744159 -3.072608 -0.9 -0.2 1.4
C -0.353698 1.583558 3.276066 1.3 1.8 -1.1
C 0.881953 -2.323469 -3.659794 0.9 0.0 -1.2
O 1.732641 -2.695073 -4.377362 -0.8 0.1 0.8
O 0.372337 2.631341 3.457798 -1.4 -1.8 -0.2
O -0.177489 -0.454575 -2.801074 0.8 0.3 1.7
O -1.086913 0.947169 4.023527 -0.4 -0.3 1.0
H 0.015061 2.893716 0.841650 0.6 0.4 0.5
H -0.402898 -1.115438 2.432108 -0.7 0.7 0.3
H 0.550411 1.885836 -1.331614 0.3 0.2 -0.1
H -0.331388 -2.006196 0.245195 0.3 1.6 0.1
H -0.935751 -2.367256 -2.560176 0.5 0.0 -0.7


Entry 4:
85
Properties=species:S:1:pos:R:3:forces:R:3 method="wB97M-V/def2-TZVPD" charge=-1 multiplicity=2 e_above_lowest_ev=0.637 lumo_ev="2.186 / 2.185" orbital_gap_ev="6.46 / 6.60"
Ti -1.375731 0.554802 0.038365 -0.2 -0.5 0.7
O 0.086076 6.303468 -0.890821 -0.1 0.0 0.0
C 1.082842 5.862518 -0.145161 0.0 -0.3 0.1
O 2.042037 6.547210 0.107177 0.1 0.1 0.0
C 0.982782 4.463292 0.394699 0.0 0.2 0.0
C 1.943364 3.861025 1.183085 0.1 0.1 -0.1
Cl 3.483918 4.416945 1.633946 0.0 0.0 0.0
N 1.511997 2.620784 1.500108 0.4 -0.5 0.6
N 0.323822 2.363924 0.947691 -0.2 -0.1 0.0
C -0.003370 3.454259 0.287516 -0.5 0.3 -0.5
C -1.325565 3.439390 -0.435942 0.1 -0.1 0.2
O -1.763235 4.451495 -0.967566 0.1 0.4 -0.2
O -1.932586 2.316056 -0.397151 -0.3 1.4 -0.4
C 2.113003 1.653424 2.387507 -0.2 0.4 -0.3
C 2.609955 2.066164 3.610361 0.0 0.0 0.3
C 3.165972 1.125913 4.463878 0.0 0.0 0.0
C 3.205959 -0.211242 4.096286 0.0 0.0 -0.1
C 2.689136 -0.608483 2.870672 0.0 0.1 -0.1
C 2.142152 0.328031 2.002260 0.1 -0.2 -0.1
H -0.653479 5.635789 -0.961451 -0.1 -0.1 0.0
H 2.544275 3.102160 3.911088 0.0 0.0 0.0
H 3.555348 1.443624 5.422552 0.0 0.0 0.0
H 3.634089 -0.945287 4.767583 0.0 0.0 0.0
H 2.701454 -1.650778 2.581804 0.0 0.0 0.0
H 1.750580 0.042163 1.031423 0.0 0.0 0.1
C -5.039176 -0.541707 -0.879947 -0.3 0.2 0.0
Si -3.195860 -0.984748 -0.986224 0.3 -0.3 0.4
C -2.974903 -1.533659 -2.777113 0.0 0.0 -0.3
C -3.142470 -2.624636 0.012254 0.0 -0.2 0.0
C -4.039830 -3.657576 -0.308829 0.0 0.0 0.1
C -4.056014 -4.863159 0.378445 0.1 0.1 0.0
C -3.158746 -5.065571 1.423728 0.0 0.1 -0.1
C -2.257955 -4.062692 1.751459 -0.1 0.1 0.0
C -2.224572 -2.838277 1.062097 -0.1 -0.2 0.0
Si -0.814311 -1.597764 1.440485 -0.2 -0.4 -0.1
C -0.593853 -1.743085 3.330102 0.2 0.1 0.2
C 0.616238 -2.621223 0.693124 0.2 0.0 0.0
H -5.647860 -1.329838 -1.337410 0.0 0.1 0.0
H -5.265289 0.399355 -1.394631 0.0 -0.1 0.0
H -5.358965 -0.440224 0.162811 0.0 0.0 -0.1
H -3.705582 -2.302859 -3.054907 0.1 0.0 0.0
H -1.968930 -1.941083 -2.912699 0.0 0.0 0.0
H -3.083236 -0.690513 -3.467659 0.0 -0.1 0.0
H -4.748370 -3.515464 -1.122403 0.0 0.0 0.0
H -4.761072 -5.641246 0.103302 0.0 0.0 0.0
H -3.155806 -6.003448 1.969426 0.0 0.0 0.0
H -1.553516 -4.240511 2.562140 0.0 0.0 -0.1
H -0.009525 -2.635139 3.586314 -0.1 0.0 0.0
H -1.563558 -1.826677 3.830233 0.1 0.0 0.0
H -0.071388 -0.878035 3.754963 0.0 -0.1 0.0
H 0.849475 -3.480645 1.335713 0.0 0.0 -0.1
H 1.538005 -2.069467 0.495398 0.0 0.0 0.0
H 0.273287 -3.003635 -0.272034 0.0 0.0 0.0
C -2.261628 2.038864 3.296429 0.0 0.0 0.0
P -3.116905 1.084725 1.978591 0.4 0.0 0.1
C -4.451632 2.247629 1.537149 -0.1 0.0 0.0
C -4.022547 -0.128165 2.993047 0.0 -0.1 -0.1
H -2.958427 2.356404 4.076438 0.0 0.0 0.0
H -1.783398 2.920526 2.866247 0.0 0.0 0.0
H -1.481985 1.413615 3.734834 0.0 0.0 0.0
H -4.995020 2.557749 2.432280 0.0 0.0 0.0
H -5.138268 1.755360 0.847204 0.0 0.0 0.0
H -4.041360 3.121185 1.032354 0.0 0.0 0.0
H -4.560724 0.373972 3.799800 0.0 0.0 0.0
H -3.322548 -0.850956 3.411817 -0.1 0.0 0.0
H -4.728071 -0.676422 2.367382 0.0 0.0 0.0
C 7.885465 -0.616457 -5.289288 -0.1 0.0 -0.2
C 6.589888 -1.383563 -5.310624 0.0 0.1 -0.1
O 6.406530 -2.386163 -4.690931 -0.1 -0.1 0.2
S 5.279015 -0.633444 -6.366284 0.2 0.1 0.2
C 3.984247 -0.476070 -5.150654 0.0 -0.1 0.0
C 3.357298 -1.587009 -4.593717 0.0 0.0 0.0
C 2.363292 -1.417652 -3.643615 0.0 0.0 0.0
C 1.960450 -0.138258 -3.238782 -0.1 0.0 0.1
C 2.586962 0.968012 -3.822908 0.0 0.0 -0.1
C 3.591356 0.801838 -4.763439 0.0 0.0 0.0
C 0.940363 0.032510 -2.247814 0.0 0.0 0.0
C 0.068639 0.177944 -1.399475 0.7 -0.2 -0.6
H 8.666458 -1.198557 -4.806150 0.0 0.0 0.0
H 7.713430 0.309548 -4.738572 0.0 0.0 0.0
H 8.174491 -0.337739 -6.303027 0.0 0.0 0.0
H 3.657251 -2.580117 -4.899877 0.0 0.0 0.0
H 1.876907 -2.278532 -3.204018 0.0 0.0 0.0
H 2.280440 1.961537 -3.522767 0.0 0.0 0.0
H 4.079019 1.664566 -5.199675 0.0 0.0 0.0


Entry 5:
50
Properties=species:S:1:pos:R:3:forces:R:3 method="wB97M-V/def2-TZVPD" multiplicity=1 smiles="O=C(NC1CCCCCC1)c1ccc(S(=O)(=O)NCc2ccco2)cc1" e_above_lowest_ev=1.923 lumo_ev=0.251 orbital_gap_ev=8.97
O -2.538844 -0.650930 -1.888744 0.0 -0.1 -0.3
C -2.167078 -0.479353 -0.744759 0.1 0.1 0.3
N -2.991793 -0.119494 0.260700 -0.1 0.1 0.2
C -4.413185 0.114333 0.074964 0.0 0.1 0.1
C -5.220830 -0.906184 0.885836 -0.1 -0.1 -0.2
C -6.560675 -1.289678 0.253460 0.0 0.1 0.0
C -7.342620 -0.131054 -0.372377 -0.1 -0.1 0.2
C -7.278728 1.184491 0.406391 -0.1 0.1 -0.3
C -6.090626 2.055704 -0.000694 0.0 0.0 0.4
C -4.733226 1.555387 0.485805 -0.1 0.0 -0.4
C -0.734496 -0.664530 -0.341525 0.3 0.0 -0.1
C -0.005406 -1.663869 -0.980768 0.0 0.0 0.0
C 1.326679 -1.862651 -0.666398 -0.1 -0.1 -0.1
C 1.926229 -1.045223 0.272637 0.6 0.1 0.2
S 3.663245 -1.280313 0.656289 0.2 -0.4 -0.1
O 4.077219 -0.252080 1.558391 -0.3 0.2 -0.2
O 3.876983 -2.649262 1.022954 -0.1 -0.1 -0.3
N 4.464365 -1.101281 -0.798542 -0.3 -0.3 0.7
C 4.160056 0.040490 -1.644519 -0.3 0.5 0.0
C 4.236340 1.295777 -0.845462 0.9 0.4 -0.3
C 5.296661 2.023999 -0.395527 -0.5 -0.4 -0.4
C 4.751215 3.090655 0.358147 -0.5 0.0 0.1
C 3.403268 2.930339 0.306727 0.5 0.5 0.3
O 3.079926 1.848212 -0.422038 -0.3 -0.1 -0.2
C 1.222545 -0.042371 0.907852 0.1 0.0 0.1
C -0.114241 0.148554 0.602849 -0.1 -0.2 -0.1
H -2.634034 -0.052974 1.200101 0.1 -0.1 -0.1
H -4.588840 -0.025246 -0.995362 0.0 0.0 0.1
H -4.626513 -1.817083 0.992697 0.0 0.1 0.1
H -5.385257 -0.508904 1.889929 0.0 0.0 0.1
H -6.387066 -2.037339 -0.522851 0.0 -0.1 0.0
H -7.171243 -1.760997 1.027163 0.0 -0.1 0.0
H -6.979209 0.050244 -1.385348 0.0 0.0 -0.1
H -8.384546 -0.446138 -0.461984 0.0 0.0 -0.1
H -8.189364 1.752129 0.201333 0.0 0.0 0.1
H -7.254077 0.988645 1.479159 -0.1 0.0 0.1
H -6.238028 3.063077 0.396549 0.0 0.0 -0.1
H -6.072034 2.134003 -1.089947 0.0 0.1 -0.1
H -3.960355 2.210647 0.075615 0.0 0.0 0.1
H -4.686556 1.629237 1.576275 0.1 0.0 0.1
H -0.500963 -2.271015 -1.723046 0.0 0.0 -0.1
H 1.900673 -2.648359 -1.133310 0.0 -0.1 -0.1
H 4.495848 -1.982810 -1.286146 0.0 -0.2 0.0
H 3.153904 -0.033580 -2.085161 0.2 0.0 0.0
H 4.902081 0.065465 -2.447860 -0.1 0.0 0.1
H 6.331989 1.819492 -0.571487 0.2 -0.1 -0.1
H 5.291695 3.862492 0.865846 0.0 0.2 0.1
H 2.595122 3.498727 0.722553 -0.2 0.0 0.0
H 1.738445 0.571569 1.628361 0.0 0.1 0.1
H -0.660335 0.949631 1.079445 0.0 0.1 0.0


Entry 6:
16
Properties=species:S:1:pos:R:3:forces:R:3 method="wB97M-V/def2-TZVPD" charge=-1 multiplicity=1 e_above_lowest_ev=0.610 lumo_ev=3.287 orbital_gap_ev=8.49
I 0.026312 -1.033125 1.179938 -0.2 -0.3 0.5
O -2.341688 1.585875 0.740938 -0.8 0.0 -1.7
H -2.446688 1.208875 -0.183062 0.4 0.5 2.0
H -1.670688 1.048875 1.173938 0.2 -0.5 -0.2
O -1.587688 -1.772125 -1.826062 0.1 -0.5 0.1
H -1.849688 -0.859125 -1.724062 0.0 0.3 -0.1
H -1.018688 -1.912125 -1.045062 -0.3 0.0 -0.2
O 0.808312 0.192875 -1.898062 1.2 -0.1 -1.9
H 0.455312 1.057875 -1.844062 -0.4 1.4 0.1
H 0.397312 -0.253125 -1.189062 -0.5 -1.0 1.6
O 0.734312 2.201875 2.285938 -1.5 1.3 0.6
H -0.149687 2.583875 2.502938 1.1 0.2 -0.2
H 0.422313 1.312875 2.141938 0.5 -1.3 -0.4
O 3.138312 -1.652125 -0.194062 -1.1 -1.6 -0.9
H 2.576312 -1.449125 0.564938 0.0 0.3 0.1
H 2.506312 -2.262125 -0.687062 1.3 1.2 0.7